Formula: C6H14O3
Source: the OMol25 dataset
Level of theory: ωB97M-V with the def2-TZVPD basis set

```
23
Properties=species:S:1:pos:R:3:forces:R:3
C -2.392 1.228 -1.530 -0.151 -0.424 -0.239
H -1.826 1.542 1.683 -0.055 -0.118 -0.104
C 0.257 -1.383 -0.434 0.100 0.263 0.176
O -1.966 1.737 -0.270 0.149 0.505 -0.357
H -0.492 -0.837 -1.000 -0.093 0.026 -0.057
H -0.138 -0.431 1.934 -0.018 0.002 -0.052
H 2.267 0.255 -1.269 0.090 -0.048 -0.113
C 1.092 -0.420 0.416 0.414 -0.369 -0.330
H 2.341 1.314 0.149 0.113 0.099 0.046
H -0.257 -2.104 0.201 -0.039 -0.065 0.024
C 1.693 0.683 -0.453 -0.220 -0.199 0.363
H 2.897 -1.617 0.428 0.147 -0.128 -0.137
C 2.195 -1.199 1.141 -0.213 0.342 -0.056
H 0.897 -1.923 -1.127 0.061 -0.084 -0.087
O -2.606 -0.130 0.821 -0.143 -0.178 -0.038
O 0.266 0.240 1.370 0.108 0.066 0.227
H -2.725 0.192 -1.406 0.024 0.236 -0.176
H 0.897 1.303 -0.855 -0.111 0.080 -0.111
C -2.141 0.974 0.798 -0.156 0.151 0.670
H -1.555 1.279 -2.230 -0.048 0.008 0.136
H -3.209 1.850 -1.902 0.066 -0.071 0.084
H 2.737 -0.538 1.816 0.029 0.042 0.035
H 1.768 -2.014 1.720 -0.054 -0.135 0.096
```
Positions in Å, forces in eV/Å.

Summary:
SMILES string = CC(C)(C)O.COC=O
LUMO = 0.03024 hartree
E_tot = -12591.4647 eV
Energy relative to the best compared isomer or geometry (same formula, charge and spin) = 14.6 kcal/mol
Maximum force = 0.7 eV Å⁻¹

natural (NBO) population analysis, charges in e, atoms 1 to 5: -0.283, 0.132, -0.628, -0.509, 0.211

Formula: C6H8BrN3
Source: the OMol25 dataset
Level of theory: ωB97M-V with the def2-TZVPD basis set

```
18
Properties=species:S:1:pos:R:3:forces:R:3
H -0.158 -1.804 0.550 -1.221 -1.185 -1.320
H 0.564 1.252 -1.952 0.677 0.042 -1.067
N 0.219 1.592 1.090 1.184 -0.506 2.046
H -0.658 2.117 -0.988 0.315 -0.361 -0.328
C -1.220 0.068 -1.465 -0.681 1.373 -0.592
H 1.063 1.402 3.022 -0.338 1.169 2.691
C -0.139 1.162 -1.172 -1.576 -0.112 0.120
H -2.090 0.339 -0.841 0.060 -0.455 0.282
H -1.583 0.219 -2.535 0.608 -0.199 1.058
C 1.594 -0.007 0.209 -1.003 2.347 1.508
H -1.043 -3.080 -0.628 0.499 -0.106 0.435
Br 3.231 -0.688 2.628 -0.436 0.542 -0.785
H -1.843 -1.701 0.117 -2.599 0.141 1.643
N -0.673 -1.205 -1.318 1.874 0.283 -3.000
C 2.018 0.301 1.498 1.129 -2.173 0.499
C 1.114 1.201 2.032 -0.587 -0.380 -3.167
N 0.567 0.883 0.039 0.359 -0.786 -1.753
C -0.963 -2.050 -0.284 1.735 0.366 1.729
```
Positions in Å, forces in eV/Å.

Summary:
LUMO (alpha / beta) = -0.01368 / -0.07843 hartree
E_tot = -80858.1629 eV
Energy relative to the best compared isomer or geometry (same formula, charge and spin) = 134.8 kcal/mol
Maximum force = 3.5 eV Å⁻¹

natural (NBO) population analysis, charges in e, atoms 1 to 5: 0.235, 0.212, -0.235, 0.236, -0.283

Formula: C35H30Cl4GeIMoN4O9
Source: the OMol25 dataset
Level of theory: ωB97M-V with the def2-TZVPD basis set

```
85
Properties=species:S:1:pos:R:3:forces:R:3
Cl 4.561 5.009 1.743 0.004 -0.005 -0.004
C 0.111 -3.512 -1.917 -0.071 0.021 0.013
C 1.043 -4.498 -3.904 0.030 0.010 0.005
Cl 3.108 5.982 -0.849 0.001 -0.014 -0.001
C -1.948 1.610 3.754 0.043 -0.040 -0.060
H -0.634 4.114 0.674 -0.010 -0.007 -0.006
H -5.322 -1.483 -0.957 -0.023 0.007 -0.016
O -0.973 -1.264 4.210 -0.154 -0.137 0.284
H 3.607 0.092 -0.236 -0.026 0.064 -0.019
H -2.405 4.087 0.695 0.009 -0.001 0.007
C 1.290 -4.154 4.014 -0.030 -0.020 -0.002
C 1.688 -3.336 2.969 0.003 -0.021 0.046
C -2.559 1.568 5.104 0.010 0.046 -0.020
C 1.437 2.424 -0.199 0.099 -0.121 0.029
C 4.211 -0.737 0.105 0.012 -0.087 0.003
N -4.907 -0.629 -0.624 0.091 -0.031 0.047
C 1.165 -3.507 1.687 0.036 -0.124 0.126
H -1.062 -4.387 -3.482 0.014 0.004 0.008
C 4.411 -2.976 0.923 -0.017 -0.082 0.047
C -0.061 -4.157 -3.135 0.010 -0.015 -0.008
N 1.938 -0.328 -2.228 0.175 0.081 0.043
Cl 0.945 4.117 -2.214 -0.023 0.009 -0.027
O -2.388 0.461 5.799 0.087 -0.209 -0.031
H -2.241 -1.987 0.820 0.037 -0.002 -0.003
C 2.483 -3.561 -2.219 0.006 0.026 0.014
H 2.233 0.637 -2.125 -0.010 0.033 -0.030
H -0.115 1.251 -2.948 0.065 0.006 0.008
O 0.559 1.559 -0.702 -0.131 0.176 0.016
O -2.292 -0.833 -2.584 -0.231 -0.088 -0.138
H 7.452 -1.496 0.731 -0.022 0.005 0.006
H -0.751 0.237 -4.247 -0.004 -0.008 -0.002
H 2.774 -0.892 -2.314 0.034 -0.044 -0.049
H -1.867 -0.228 5.304 -0.036 0.100 0.026
H -0.180 -4.689 0.487 0.034 0.021 0.063
C 2.101 1.978 0.952 0.011 0.134 -0.109
H -1.509 2.925 -0.300 0.013 -0.001 -0.004
C 3.600 -1.940 0.460 0.029 0.076 -0.054
H -0.771 -3.257 -1.342 0.019 0.041 -0.017
C -0.249 0.220 -3.281 -0.054 0.077 -0.104
H -5.119 0.223 -1.117 -0.006 0.001 -0.024
C -0.781 -0.644 3.185 0.087 0.144 -0.019
Mo 0.189 -0.042 0.436 0.424 0.542 0.018
C 5.789 -2.821 1.018 0.001 0.009 0.002
O 1.769 0.752 1.334 0.032 -0.226 -0.108
C 3.376 4.011 0.993 0.004 0.047 -0.001
C -1.512 3.466 0.642 -0.040 0.025 0.037
O -0.210 -1.118 2.115 -0.147 -0.241 -0.194
N -0.922 1.312 1.803 0.143 -0.369 -0.254
H 0.032 -5.789 4.611 0.007 0.012 -0.017
C 3.073 2.768 1.551 -0.081 -0.017 -0.070
H 3.965 -3.918 1.226 0.015 0.025 -0.036
H 6.400 -3.639 1.380 -0.017 0.013 -0.006
C -3.311 -1.991 0.648 -0.056 -0.019 -0.064
O -3.175 2.521 5.507 -0.026 0.034 -0.009
C -1.186 -0.455 -2.328 0.128 -0.099 0.400
Cl 3.868 2.171 2.949 0.025 -0.021 0.046
H 6.035 0.374 -0.070 -0.002 -0.021 -0.001
H -3.828 -2.120 1.595 -0.003 0.028 0.034
C 2.319 -4.206 -3.438 -0.046 0.016 -0.032
H 2.411 -2.549 3.159 -0.013 0.005 -0.014
H 0.912 -4.994 -4.858 -0.001 0.004 0.024
H 3.488 -3.351 -1.866 -0.013 0.020 -0.008
C -1.205 0.749 3.010 -0.059 0.100 0.010
O -0.682 -0.678 -1.085 -0.320 -0.007 -0.107
C -1.495 2.502 1.768 0.024 0.041 -0.027
C 1.103 -0.479 -3.420 -0.017 -0.018 0.008
H 0.948 -1.543 -3.592 0.007 -0.059 0.016
C 0.234 -4.521 1.477 -0.053 -0.043 -0.089
H -0.901 -6.121 2.341 0.010 0.006 0.011
H -2.641 3.521 3.223 -0.002 0.002 0.030
C 1.382 -3.186 -1.447 0.100 -0.196 0.035
H 3.188 -4.481 -4.023 -0.019 -0.001 0.007
C -3.725 -0.671 0.024 -0.052 -0.030 -0.081
C 6.379 -1.619 0.656 -0.007 0.018 -0.023
C 0.352 -5.155 3.794 0.017 0.006 -0.024
C 5.586 -0.574 0.200 0.006 0.005 0.025
C -0.173 -5.340 2.523 -0.005 0.000 0.054
H 1.702 -4.002 5.005 -0.009 -0.009 -0.010
N -2.109 2.708 2.949 -0.084 0.130 -0.009
C 2.727 4.447 -0.165 0.013 0.021 0.017
I -3.748 -3.746 -0.484 0.006 0.007 0.008
H 1.573 -0.080 -4.326 0.085 0.012 0.070
Ge 1.680 -2.287 0.272 -0.038 0.215 -0.009
C 1.762 3.644 -0.773 -0.006 -0.011 0.109
O -3.037 0.321 0.209 -0.040 0.019 0.190
```
Positions in Å, forces in eV/Å.

Summary:
Spin multiplicity = 2
LUMO (alpha / beta) = -0.06248 / -0.04275 hartree
<S²> = 0.785
E_tot = -177736.8433 eV
Energy relative to the best compared isomer or geometry (same formula, charge and spin) = 17.4 kcal/mol
Maximum force = 0.7 eV Å⁻¹

Mulliken population analysis, charges in e, atoms 1 to 5: -0.197, 0.739, -0.707, -0.202, 0.172

Formula: C2HHgLi2O2
Source: the OMol25 dataset
Level of theory: ωB97M-V with the def2-TZVPD basis set

```
8
Properties=species:S:1:pos:R:3:forces:R:3
Li 2.065 -0.375 1.478 -1.429 0.720 -0.489
H -1.773 0.076 -0.585 0.507 -0.063 -0.072
C 0.203 0.208 0.317 0.403 -0.987 0.665
Hg 1.240 1.562 -1.432 2.319 1.590 0.294
Li -0.928 -1.560 1.307 0.103 0.486 -0.520
C -0.663 0.093 -0.736 -0.261 -0.967 0.159
O -0.188 0.137 -1.999 -2.176 -0.843 0.156
O 0.044 -0.141 1.650 0.534 0.064 -0.193
```
Positions in Å, forces in eV/Å.

Summary:
Spin multiplicity = 2
LUMO (alpha / beta) = -0.04063 / -0.04039 hartree
<S²> = 0.771
E_tot = -10766.5180 eV
Energy relative to the best compared isomer or geometry (same formula, charge and spin) = 18.3 kcal/mol
Maximum force = 2.8 eV Å⁻¹

natural (NBO) population analysis, charges in e, atoms 1 to 5: 0.898, 0.145, -0.314, 0.490, 0.911